(1)
The following is a quantum chemistry calculation of a molecular structure, C12H36FeNO15 in a non-equilibrium geometry, from the OMol25 dataset.

Structure (XYZ):
```
65
Properties=species:S:1:pos:R:3:forces:R:3
Fe -4.2393 0.8816 -0.2420 3.2688 -0.8095 0.8622
N -1.1686 0.3515 -0.0988 3.3848 1.2893 -4.6496
O -0.3007 1.1998 -0.0133 -1.2504 0.5447 2.4704
O -2.3366 0.5171 0.4607 -3.4959 0.4760 0.3385
O -0.9773 -0.4978 -0.9574 -2.3471 -1.6102 1.2531
C 1.4181 -2.6801 0.1765 -0.5854 1.5829 -0.2302
C 1.2771 -3.6979 1.2771 0.6429 -1.2982 -0.0310
O 1.4170 -4.9532 0.6190 -0.2417 -0.6609 -0.1819
O 1.1249 -1.3416 0.6417 0.0643 -0.5293 0.1726
H 0.7392 -2.9143 -0.6480 -0.3416 -0.3277 0.2505
H 2.3856 -2.6919 -0.3306 0.3621 -0.1930 0.5457
H 0.3156 -3.7724 1.7884 -0.2226 0.6176 -0.3675
H 2.0154 -3.6780 2.0823 0.1403 0.7218 -0.1407
H 2.3320 -5.2430 0.6080 0.0565 0.1267 0.0742
H 0.8181 -0.8393 -0.1198 0.4492 -0.1398 -0.1578
C -0.0368 4.5288 2.2409 0.5296 0.6442 -1.9169
C -0.8016 4.3527 0.8826 0.0843 -1.3288 1.0037
O -0.0023 4.1608 -0.2600 0.2738 0.7409 -0.3891
O -0.2973 5.7863 2.7880 -1.1403 0.4858 0.9404
H 1.0248 4.5163 1.9819 0.0594 -0.7612 0.2000
H -0.3464 3.7103 2.8900 0.2765 0.2551 0.4027
H -1.4879 5.1882 0.7587 0.1602 0.0582 -0.2662
H -1.3522 3.4080 0.9942 -0.5836 0.1678 0.1063
H 0.4187 3.2980 -0.2044 -0.0421 0.0221 0.1137
H 0.4250 6.4132 2.7509 0.2876 -0.3109 -0.1973
C -1.2639 -3.6811 -3.7548 -0.6967 -1.3879 -0.3184
C -1.4825 -3.7290 -5.2627 -0.1982 1.3491 -1.6593
O -1.7451 -2.4072 -5.8037 0.2878 -0.4128 0.2806
O -0.9698 -2.4164 -3.2185 -0.1418 0.1079 -0.4073
H -0.4870 -4.4220 -3.5500 0.1128 0.1124 0.2812
H -2.2071 -4.1097 -3.3976 0.0508 0.2879 0.7879
H -2.3704 -4.2693 -5.6009 0.0157 -0.6904 0.9682
H -0.6682 -4.2042 -5.8173 0.3757 0.2601 0.2615
H -2.2484 -2.6007 -6.5985 0.0461 0.4120 -0.1384
H -0.8041 -2.5155 -2.2778 0.0383 -0.1607 -0.0159
C -3.8896 -1.7195 4.4599 -0.2086 0.9061 0.4055
C -3.7634 -1.8493 2.9341 0.3429 -0.7104 1.6369
O -2.9020 -2.9202 2.6619 -0.7034 -1.0088 -1.2022
O -4.8063 -2.6144 5.0996 0.0995 -0.0008 -1.3276
H -4.2351 -0.6874 4.5870 0.2399 0.1353 0.5834
H -2.9028 -1.9058 4.8841 0.1573 0.4749 0.0760
H -3.3287 -0.9598 2.4615 -0.2760 0.4785 0.3788
H -4.8054 -1.9856 2.6283 0.2634 -0.6291 -0.7412
H -1.9806 -2.7066 2.8284 -0.0747 0.3310 0.1345
H -4.9803 -2.3206 5.9972 0.1562 0.1471 -0.0215
C 3.9700 3.1723 1.9936 1.0861 -0.3657 0.7352
C 3.1600 2.5030 0.8914 -1.0357 -0.3953 0.4506
O 2.4293 1.4085 1.4722 0.4235 0.4739 0.1229
O 5.0259 2.3411 2.5125 -0.1638 -0.5064 -0.8112
H 3.3491 3.3842 2.8661 -0.6174 0.2252 -0.4215
H 4.4688 4.0910 1.6781 -0.4945 0.1940 -0.4493
H 3.6664 2.1681 -0.0156 0.7698 0.0184 0.3391
H 2.4188 3.2153 0.5138 0.1890 0.4944 0.1438
H 1.9024 0.9927 0.7860 0.0963 -0.2237 -0.1268
H 5.2217 2.5894 3.4176 -0.1178 0.0930 0.0048
C 0.7107 1.6554 -3.4647 -0.3184 -1.0159 1.6274
C 2.1261 1.3797 -2.9902 -0.5601 -1.3612 -0.1062
O 2.0628 0.4715 -1.8484 0.5108 1.2970 -0.0618
O -0.1338 0.4915 -3.3710 0.4177 0.4893 -0.9958
H 0.7900 2.0560 -4.4723 -0.6518 0.0897 0.0423
H 0.2406 2.2783 -2.6978 0.3592 1.1775 -0.6246
H 2.5796 2.3503 -2.7774 0.3340 -0.1696 0.2039
H 2.6903 0.7898 -3.7151 0.0425 0.5652 -0.4578
H 3.0043 0.3443 -1.6825 -0.1613 -0.4396 0.5138
H -0.2070 0.3387 -2.4233 0.2156 -0.4055 -0.2971
```
Forces are in eV/Å.

Expectation value of S²: 6.01
LUMO level (alpha / beta): -8.784 / -9.102 eV
Gap between HOMO and LUMO (alpha / beta): 2.712 / 2.383 eV
Charge: +1
E_HOMO (alpha / beta): -11.5 / -11.5 eV
Energy above the lowest of the compared OMol25 structures with the same formula, charge and spin: 1016.3 kJ/mol
Electronic energy: -79596.3391 eV
Maximum force: 5.89 eV/A
2S+1: 5

These are the Mulliken partial charges, in e, on atoms 1 to 5: atom 1 (Fe): 1.286, atom 2 (N): 0.545, atom 3 (O): 0.135, atom 4 (O): -0.366, atom 5 (O): -0.537

---

(2)
The following is a quantum chemistry calculation of a single C7H14NO5P molecule in a non-equilibrium geometry, from the OMol25 dataset.

Structure (XYZ):
```
28
Properties=species:S:1:pos:R:3:forces:R:3
C -3.7410 -0.2104 -1.9952 3.0990 0.6695 4.3095
C -2.7013 0.6300 -0.8745 -0.6336 1.7627 1.5520
C -1.4295 0.7863 -0.2632 -3.1178 -2.2355 -2.8943
N -1.2030 1.8628 0.6812 -0.6689 -0.0044 1.0070
O -0.2920 1.6831 1.4842 -0.4210 0.7641 -0.7098
O -1.9569 2.8210 0.6715 0.4588 -0.1160 0.0327
P -0.2060 -0.5092 -0.4327 0.4936 1.3921 -0.5766
O -0.7271 -1.6223 -1.2478 0.4071 0.3723 0.6256
O 1.0292 0.2063 -1.1638 0.5597 -0.3720 0.5981
C 1.7417 1.4292 -0.8652 1.2434 1.7575 -3.7498
C 2.7552 1.4517 0.2509 -0.4458 -1.6766 -0.4701
O 0.1799 -0.7761 1.0969 -0.3714 0.5179 -1.8245
C 0.4345 -2.1256 1.3963 0.5613 -1.2341 1.0682
C 1.9540 -2.3277 1.5247 -1.0813 1.3431 -1.9433
H -3.8087 0.2736 -2.8899 0.3182 1.8034 -2.2921
H -3.2740 -1.1401 -2.1420 0.2526 -1.3721 -0.1409
H -4.7305 -0.2459 -1.5860 -0.2218 -0.1435 0.6830
H -3.3214 1.3902 -0.3004 0.3149 -0.6259 -1.3002
H 2.3742 1.7107 -1.8693 -1.5710 -1.1771 2.0439
H 1.0130 2.2707 -0.9074 0.3652 -0.5617 0.7980
H 2.2454 1.3299 1.1532 -0.7727 -1.0033 1.7172
H 3.5887 0.7357 0.1404 -0.6196 0.1537 -0.0547
H 3.1660 2.3908 0.4356 0.7962 1.9355 -0.5913
H 0.0097 -2.2029 2.4314 -0.0006 -0.7077 -1.0743
H -0.0324 -2.7721 0.5896 0.4270 0.3908 1.4098
H 2.4620 -2.1999 0.5448 -0.2892 -0.3480 0.5443
H 2.3455 -1.5887 2.1790 0.3150 0.7821 0.6461
H 2.1248 -3.2513 1.9575 0.6029 -2.0668 0.5861
```
Forces are in eV/Å.

LUMO level: -0.756 eV
Gap between HOMO and LUMO: 9.707 eV
SMILES: C/C=C(/[N+](=O)[O-])P(=O)(OCC)OCC
E_HOMO: -10.5 eV
Energy above the lowest of the compared OMol25 structures with the same formula, charge and spin: 147.3 kJ/mol
Electronic energy: -28498.6907 eV
Maximum force: 5.35 eV/A

These are the Mulliken partial charges, in e, on atoms 1 to 5: atom 1 (C): -1.003, atom 2 (C): -0.355, atom 3 (C): 0.228, atom 4 (N): 1.005, atom 5 (O): -0.521

---

(3)
The following is a quantum chemistry calculation of 2 unconnected molecules or ions with the total composition C4H7NO3 in a non-equilibrium geometry, from the OMol25 dataset.

Structure (XYZ):
```
15
Properties=species:S:1:pos:R:3:forces:R:3
C -1.4010 1.0299 0.2836 1.7637 -2.3314 -1.7362
C -1.3435 -0.4303 -0.3207 -2.0682 1.2962 -2.4126
C -0.5576 -0.0985 0.7905 4.4903 2.3254 -1.7599
C 2.9273 -0.3925 -0.0187 0.4222 0.3856 -3.0517
H 0.3645 1.7307 -0.2691 -3.4741 0.7519 -0.4919
H -2.2665 1.1313 0.8935 -0.6043 1.3770 0.0979
H -0.9470 -0.4577 -1.3781 -0.1857 0.0310 1.5918
H -2.2682 -2.1159 -0.9387 -1.5266 3.8597 4.5229
H -0.6944 -0.4080 1.7557 0.2320 -1.2368 2.1675
H 3.3356 -1.1348 -0.8774 -0.0587 1.7184 2.7378
H 3.4948 0.5680 0.3226 -1.0600 -1.8372 -0.3134
N 1.6546 -0.5268 -0.1153 1.9476 -3.8705 -1.3049
O -0.6643 1.9568 -0.4653 1.3759 0.3068 0.9054
O -2.4849 -1.1844 -0.0290 1.0898 -5.0238 -4.9870
O 0.8508 0.3321 0.3665 -2.3438 2.2476 4.0342
```
Forces are in eV/Å.

LUMO level: 0.001 eV
Gap between HOMO and LUMO: 8.732 eV
E_HOMO: -8.7 eV
Energy above the lowest of the compared OMol25 structures with the same formula, charge and spin: 867.5 kJ/mol
Electronic energy: -11886.2860 eV
Maximum force: 7.16 eV/A

These are the Mulliken partial charges, in e, on atoms 1 to 5: atom 1 (C): -0.125, atom 2 (C): 0.010, atom 3 (C): -0.199, atom 4 (C): -0.271, atom 5 (H): 0.421

---

(4)
The following is a quantum chemistry calculation of 12 unconnected molecules or ions with the total composition H24O12, from the OMol25 dataset.

Structure (XYZ):
```
36
Properties=species:S:1:pos:R:3:forces:R:3
O 17.9144 11.8071 -11.5062 0.2032 0.2017 0.1191
H 17.5510 11.9193 -12.3846 -0.0963 0.0817 -0.2619
H 17.6958 10.9058 -11.2694 -0.0027 -0.2276 0.1071
O 26.4498 9.3273 -11.9433 -0.1438 0.2716 -0.1940
H 27.3088 8.9881 -12.1946 0.2499 -0.0482 -0.0562
H 25.9958 8.5744 -11.5647 -0.2372 -0.2889 0.2395
O 24.3126 9.0497 -15.1419 -0.2036 -0.2253 0.0417
H 24.4619 9.5792 -15.9252 -0.0065 0.0849 -0.2446
H 24.8734 9.4451 -14.4745 0.2415 0.0898 0.3341
O 24.1471 6.8348 -10.2606 0.0875 0.4259 -0.1216
H 24.4164 6.4337 -9.4343 0.0429 -0.0698 0.2944
H 24.1960 6.1239 -10.8997 -0.1176 -0.2586 -0.2963
O 20.6485 11.4499 -16.0187 -0.1263 0.1688 -0.1539
H 20.6744 10.5840 -15.6116 -0.0610 -0.4145 0.1495
H 21.3849 11.9207 -15.6285 0.1721 0.1356 0.0601
O 20.9576 8.4328 -7.5946 -0.0484 -0.3022 -0.0448
H 21.4052 8.9890 -8.2322 0.1659 0.2011 -0.2389
H 20.4201 9.0381 -7.0837 -0.1288 0.1433 0.1617
O 23.2408 5.4547 -13.7403 0.0331 -0.1281 0.3186
H 23.1042 5.0207 -14.5825 -0.0120 -0.1393 -0.1723
H 23.4237 6.3665 -13.9671 0.0200 0.3757 -0.1301
O 19.3521 7.1231 -10.9344 -0.0838 -0.0871 -0.4374
H 18.5423 7.3512 -10.4779 -0.1837 -0.0079 0.1509
H 20.0369 7.5910 -10.4565 0.3047 0.1508 0.1975
O 21.7727 10.0644 -11.1408 -0.1002 0.0403 0.3422
H 22.5182 9.4880 -11.3086 0.2582 -0.2149 -0.0386
H 21.3737 10.1973 -12.0007 -0.1833 0.0234 -0.2350
O 25.8933 9.1070 -7.2289 0.0353 -0.2246 0.1438
H 26.3271 9.9597 -7.1979 0.1292 0.2077 0.0299
H 25.3183 9.1579 -7.9925 -0.1719 0.0085 -0.2125
O 20.7099 14.2849 -11.1565 0.0621 0.2328 0.1120
H 21.2994 14.1627 -11.9007 0.1629 -0.0063 -0.1396
H 20.0727 13.5751 -11.2360 -0.2996 -0.2854 0.0523
O 20.1688 8.0686 -14.4727 0.1215 0.3564 -0.1362
H 20.1122 7.3747 -15.1296 0.0229 -0.1451 -0.1769
H 19.7613 7.6937 -13.6919 -0.1063 -0.1263 0.4367
```
Forces are in eV/Å.

LUMO level: -0.029 eV
Gap between HOMO and LUMO: 11.140 eV
SMILES: O.O.O.O.O.O.O.O.O.O.O.O
E_HOMO: -11.2 eV
Energy above the lowest of the compared OMol25 structures with the same formula, charge and spin: 217.8 kJ/mol
Electronic energy: -24959.4374 eV
Maximum force: 0.47 eV/A

These are the Mulliken partial charges, in e, on atoms 1 to 5: atom 1 (O): -0.610, atom 2 (H): 0.321, atom 3 (H): 0.305, atom 4 (O): -0.638, atom 5 (H): 0.317

---

(5)
The following is a quantum chemistry calculation of 7 unconnected molecules or ions with the total composition C21H53N2O10 in a non-equilibrium geometry, from the OMol25 dataset.

Structure (XYZ):
```
86
Properties=species:S:1:pos:R:3:forces:R:3
C -2.8876 -3.6520 -1.6860 -0.5782 0.5079 0.4955
C -2.3763 -3.0778 -0.3144 -0.7144 -0.3434 -0.1225
C -2.5564 -1.5224 -0.3694 -1.1593 -1.1876 -1.2157
N -1.5133 -0.7251 0.3583 1.3997 -1.3834 -0.2131
C -1.4378 -1.2286 1.7726 -0.6023 0.1623 2.1908
C -0.7399 -0.2890 2.7961 -0.1062 -0.3529 0.9162
O 0.5506 -0.8150 3.1450 -0.2318 0.9123 -0.7612
C -0.1247 -0.9580 -0.2259 1.2270 0.5275 -1.2416
C 0.2231 -0.0031 -1.3857 1.6875 -0.2147 -0.3879
O -0.7094 -0.0370 -2.4748 0.0975 1.0313 0.4869
C -1.1604 1.2263 -2.8338 -1.1842 -0.3057 0.0221
O -2.3387 1.4326 -2.8246 0.5703 0.1183 -0.2115
N -1.6994 0.6777 0.2404 -1.2671 0.8004 0.5324
C -2.7677 1.1249 0.6973 -0.4716 -0.7000 0.2375
O -3.7633 1.5161 1.1348 1.0846 0.1744 -0.6374
H -2.2045 -3.4721 -2.5356 -0.1497 -0.2492 0.5331
H -3.8297 -3.0998 -1.9184 0.5616 -0.3650 0.0227
H -3.2021 -4.7112 -1.6057 0.5931 0.5419 -0.0753
H -3.0742 -3.4802 0.4535 0.5701 0.3044 -0.2991
H -1.3710 -3.4260 -0.0185 -0.3945 0.1789 -0.4865
H -3.5777 -1.3328 0.0311 0.8872 0.4423 0.1917
H -2.6192 -1.2382 -1.4402 0.6294 0.3503 0.7869
H -2.4714 -1.4200 2.1397 0.4568 0.3433 -0.5803
H -0.9243 -2.2087 1.8559 -0.1569 0.6515 -0.6519
H -0.6853 0.7784 2.5123 0.0293 -0.6001 -0.2001
H -1.3435 -0.3341 3.7322 0.1531 0.0316 -0.6866
H 1.1583 -0.0602 3.1006 0.0197 -0.3668 0.1207
H 0.0232 -1.9894 -0.5860 -0.7106 0.3075 0.4293
H 0.6604 -0.7826 0.5407 -0.8205 -0.0378 -0.1367
H 0.4679 1.0223 -1.0363 -0.5820 -0.5499 -0.1407
H 1.1879 -0.3854 -1.8003 -0.5114 0.1348 0.4835
H -0.4324 2.0025 -3.1685 0.1052 -0.7696 0.4035
C 3.5405 3.0429 1.2964 0.1084 -0.0379 0.0638
C 2.4518 2.1406 0.7493 -0.1601 0.4955 0.0162
O 1.2041 2.4026 1.3931 -0.2017 -0.4958 0.1442
H 3.6524 2.8969 2.3726 0.0322 -0.0785 -0.0452
H 4.4980 2.8395 0.8127 -0.0084 0.0282 0.0253
H 3.2845 4.0916 1.1386 0.0205 -0.0428 -0.1195
H 2.7027 1.0918 0.9266 -0.0976 -0.0148 0.0242
H 2.3321 2.2899 -0.3296 0.1940 -0.0640 -0.0404
H 0.9713 3.3324 1.2282 0.1194 -0.0530 -0.0800
C 0.0944 7.1627 1.5400 -0.0776 -0.0609 0.0235
C 1.2827 6.2554 1.2931 -0.1800 0.2955 -0.1005
O 0.8814 5.0754 0.5870 0.0282 -0.1054 -0.0108
H -0.6719 6.6407 2.1156 0.0751 0.0212 0.0526
H 0.3944 8.0584 2.0852 -0.0223 -0.0044 -0.0420
H -0.3638 7.4662 0.5951 0.0798 0.0888 0.0122
H 1.7247 5.9376 2.2373 -0.0015 -0.1542 -0.0965
H 2.0507 6.7709 0.7096 0.0489 0.0208 0.1022
H 0.4993 5.3517 -0.2531 -0.0139 -0.0557 0.0661
C 0.2677 -6.5120 -3.0582 -0.0708 0.0197 -0.0300
C 0.9258 -5.4214 -2.2369 -0.0442 -0.4062 0.0109
O 0.2764 -5.2803 -0.9699 0.1068 0.3088 0.1916
H -0.7885 -6.2865 -3.2161 0.0519 0.0528 -0.0407
H 0.7538 -6.6173 -4.0292 -0.0127 -0.0397 0.0303
H 0.3173 -7.4713 -2.5372 0.0995 0.0003 -0.0550
H 0.8561 -4.4618 -2.7503 -0.0268 0.0445 0.1534
H 1.9835 -5.6484 -2.0703 0.0376 0.0680 -0.1409
H 0.3463 -6.1261 -0.5119 -0.0861 0.0417 -0.0339
C -6.3010 1.9352 3.1120 0.1158 -0.0694 0.0842
C -7.4057 1.0430 2.5758 -0.1078 0.4252 0.0087
O -8.6561 1.3722 3.1660 0.0090 -0.1844 0.0318
H -6.2259 1.8387 4.1966 -0.0173 -0.0612 -0.0378
H -5.3382 1.6763 2.6667 -0.2022 0.1041 0.1516
H -6.5137 2.9857 2.8973 0.0503 -0.0267 -0.0912
H -7.2000 -0.0022 2.8100 -0.1503 0.0106 0.0349
H -7.4898 1.1419 1.4877 0.1525 -0.1033 -0.0377
H -8.8488 2.2917 2.9528 -0.0370 -0.0717 0.0354
C 4.6376 -4.0657 0.1542 0.0438 0.0510 0.0000
C 3.9444 -4.5052 1.4300 -0.1316 -0.0713 -0.3312
O 2.5790 -4.0939 1.4315 -0.1076 0.1168 0.0563
H 4.5866 -2.9803 0.0469 0.0494 -0.0198 0.0698
H 5.6855 -4.3702 0.1525 -0.0271 0.0015 -0.0536
H 4.1466 -4.4992 -0.7217 0.0666 -0.0840 0.0188
H 4.4232 -4.0554 2.2993 -0.1471 0.0023 0.0287
H 3.9870 -5.5935 1.5381 0.1621 0.0105 0.0602
H 2.1508 -4.5000 0.6680 -0.0538 0.0273 0.0379
C 5.0175 3.2285 -3.1378 0.0205 -0.0212 0.0773
C 3.9218 2.3290 -3.6750 0.0790 0.3698 -0.0402
O 2.6780 2.6046 -3.0272 -0.2715 -0.1912 0.1190
H 5.1318 3.0900 -2.0609 0.0234 -0.0664 -0.0424
H 5.9712 3.0154 -3.6228 -0.0166 0.0503 0.0087
H 4.7697 4.2803 -3.3022 0.0538 -0.0229 -0.0994
H 4.1620 1.2819 -3.4910 -0.1601 0.0084 0.0388
H 3.7983 2.4696 -4.7528 0.1094 -0.1010 -0.0200
H 2.4597 3.5273 -3.1980 0.0645 -0.0512 0.0057
```
Forces are in eV/Å.

LUMO level: -2.842 eV
Gap between HOMO and LUMO: 9.092 eV
Charge: +1
E_HOMO: -11.9 eV
Electronic energy: -46081.5957 eV
Maximum force: 2.28 eV/A

These are the Mulliken partial charges, in e, on atoms 1 to 5: atom 1 (C): -1.421, atom 2 (C): 0.128, atom 3 (C): -0.996, atom 4 (N): 1.181, atom 5 (C): -0.559